{
  "formula": "C16H18FO11P2",
  "method": "ωB97M-V/def2-TZVPD",
  "species": ["P", "P", "F", "O", "O", "O", "O", "O", "O", "O", "O", "O", "O", "O", "C", "C", "C", "C", "C", "C", "C", "C", "C", "C", "C", "C", "C", "C", "C", "C", "H", "H", "H", "H", "H", "H", "H", "H", "H", "H", "H", "H", "H", "H", "H", "H", "H", "H"],
  "coordinates": [[-1.8637, 0.0332, 0.2071], [-0.2658, -0.0207, 1.6889], [-1.7276, 0.2175, 5.7889], [7.5490, -0.4134, -0.1217], [5.6018, 1.2226, -1.1539], [3.1740, 0.3144, 2.8011], [-1.6385, 1.0443, -0.9894], [-1.5758, -1.4684, -6.5914], [-3.3837, 0.3550, 1.0223], [-5.6561, -1.7157, -3.1998], [5.1591, -1.2497, 3.8722], [-3.1551, -1.3319, -2.1363], [-2.0289, -1.5684, -0.5435], [-4.0867, -1.7628, -7.6605], [-1.0616, 1.4871, 5.3151], [-0.7734, 2.6685, 2.8291], [-3.9005, -1.6752, -6.2931], [-1.7746, 1.8959, 3.8710], [-4.9342, -1.7409, -5.4517], [6.4066, -0.8641, 1.8993], [4.1835, 0.1712, 2.1203], [-3.3384, -1.4476, -3.5020], [5.3031, -0.6714, 2.6244], [0.3804, 1.7296, 2.1411], [-2.3043, -1.3854, -4.3430], [5.4461, 0.6216, 0.0817], [-4.7281, -1.6440, -3.9984], [4.3410, 0.8116, 0.8051], [6.5534, -0.2431, 0.5739], [-2.5072, -1.5064, -5.7951], [-1.4315, 3.1136, 1.9417], [-3.4554, 1.3590, 1.0072], [-5.9518, -1.8656, -5.7998], [6.4817, 0.9299, -1.4773], [-1.3438, 2.2955, 6.1464], [0.0996, 1.3650, 5.2403], [7.2271, -1.4759, 2.2526], [-2.6213, 2.6854, 4.1642], [-0.2736, 3.5958, 3.3894], [3.5273, 1.4358, 0.4585], [1.2390, 1.5168, 2.9423], [4.2766, -0.9619, 4.1928], [-3.1888, -1.6903, -8.0512], [-1.2886, -1.2452, -3.9957], [-2.3624, 0.9815, 3.4029], [-1.1467, -1.8391, -0.9406], [-4.0525, -1.4105, -1.7451], [0.8713, -0.6533, 1.0095]],
  "charge": -1,
  "relative_energy_kcal_mol": 88.8,
  "e_homo_ev": -2.335,
  "e_tot_ha": -2230.57414,
  "largest_force_ev_per_a": 6.8,
  "homo_lumo_gap_ev": 2.7813
}

{
  "formula": "C16H18N2O3S2",
  "method": "ωB97M-V/def2-TZVPD",
  "species": ["S", "S", "O", "O", "O", "N", "N", "C", "C", "C", "C", "C", "C", "C", "C", "C", "C", "C", "C", "C", "C", "C", "C", "H", "H", "H", "H", "H", "H", "H", "H", "H", "H", "H", "H", "H", "H", "H", "H", "H", "H"],
  "coordinates": [[-4.2735, -0.7156, 1.4030], [-4.5699, -2.4525, -0.9202], [-0.5169, -0.3104, -2.2393], [0.5596, 1.5729, -2.8175], [-1.4746, 1.6978, -1.9650], [-0.1976, -2.6127, 1.0506], [-2.3323, -2.4080, 0.4689], [4.2734, -0.7621, 1.4877], [-1.9603, -3.7085, 0.1788], [-1.7309, 1.6936, -0.5530], [1.7759, 2.2058, -0.3407], [-3.6107, -1.8912, 0.2533], [-3.1731, 1.2681, -0.2805], [2.1147, 2.3120, 1.0034], [3.0589, 0.1846, -0.5136], [-3.3367, 0.8222, 1.1813], [2.2311, 1.1342, -1.1042], [1.8458, 1.0142, -2.5524], [2.9195, 1.3426, 1.5856], [-0.4651, 0.8768, -2.3184], [-0.6569, -3.8101, 0.5469], [3.4054, 0.2753, 0.8304], [-1.2109, -1.8051, 1.0013], [-2.6128, -4.4532, -0.2287], [3.4330, -0.6516, -1.0890], [3.7067, -1.3059, 2.2401], [-1.2041, -0.7841, 1.3348], [1.8671, -0.0309, -2.8563], [-1.0538, 0.9973, -0.0632], [-3.7962, 2.1430, -0.4408], [4.6721, -1.4623, 0.7610], [5.1002, -0.2787, 2.0039], [-3.9558, 1.5439, 1.7076], [2.5546, 1.5400, -3.1851], [-2.3882, 0.8047, 1.7147], [-3.4364, 0.4840, -0.9829], [3.1614, 1.4248, 2.6362], [1.7338, 3.1475, 1.5710], [-0.0305, -4.6796, 0.4733], [-1.5681, 2.6968, -0.1662], [1.1421, 2.9404, -0.8165]],
  "smiles": "Cc1cccc(COC(=O)OCCCSC(=S)n2ccnc2)c1",
  "relative_energy_kcal_mol": 49.7,
  "e_homo_ev": -8.795,
  "e_tot_ha": -1752.07200,
  "largest_force_ev_per_a": 0.8,
  "homo_lumo_gap_ev": 7.8939
}

{
  "formula": "C16H18N2O5S",
  "method": "ωB97M-V/def2-TZVPD",
  "species": ["S", "O", "O", "O", "O", "O", "N", "N", "C", "C", "C", "C", "C", "C", "C", "C", "C", "C", "C", "C", "C", "C", "C", "C", "H", "H", "H", "H", "H", "H", "H", "H", "H", "H", "H", "H", "H", "H", "H", "H", "H", "H"],
  "coordinates": [[-1.1093, 0.9448, -1.1375], [-0.5998, -1.3669, -0.1284], [-3.1873, 2.4532, -2.2893], [3.9361, -1.5218, 3.4036], [-2.1441, 4.4042, -2.6858], [3.7775, -0.5697, 1.3949], [1.2069, -0.0110, -0.1092], [1.1510, 2.1800, -0.9236], [0.1970, -3.3632, 2.4608], [-0.9701, 2.5921, -1.6947], [3.2881, -1.2214, 2.2857], [2.4138, -4.0857, 2.6582], [1.4763, -2.1982, 0.8149], [-4.3891, 2.9926, -2.8334], [1.5226, -2.9575, 3.1171], [0.8073, 4.4239, -1.8437], [1.8706, -1.7299, 2.2402], [-5.4516, 1.9105, -2.8041], [0.5653, -1.1916, 0.1475], [0.8322, -3.5801, 1.0832], [1.9975, -4.4635, 1.4567], [0.3060, 3.0700, -1.4951], [-2.1209, 3.2668, -2.2715], [0.5666, 1.0499, -0.6858], [-0.2143, -4.2803, 2.8775], [0.1843, -3.9216, 0.2821], [3.2525, -4.4504, 3.2209], [-4.1924, 3.3347, -3.8563], [1.5219, -2.7496, 4.1831], [1.2403, -0.8872, 2.5484], [-6.3804, 2.2982, -3.2125], [2.4246, -5.2034, 0.8058], [-5.6195, 1.5808, -1.7825], [-0.5607, -2.5826, 2.4662], [2.1875, 0.1058, 0.1390], [1.6046, 4.3371, -2.5799], [-4.6875, 3.8634, -2.2378], [-5.1302, 1.0564, -3.3938], [0.0008, 5.0284, -2.2450], [4.8346, -1.1527, 3.3939], [2.3668, -2.3010, 0.1870], [1.2246, 4.8967, -0.9568]],
  "smiles": "CCOC(=O)c1sc(NC(=O)[C@H]2[C@H](C(=O)O)[C@@H]3C=C[C@H]2C3)nc1C",
  "relative_energy_kcal_mol": 28.4,
  "e_homo_ev": -8.406,
  "e_tot_ha": -1504.45854,
  "largest_force_ev_per_a": 1.2,
  "homo_lumo_gap_ev": 8.8109
}

{
  "formula": "C16H19BN6PbTe",
  "method": "ωB97M-V/def2-TZVPD",
  "species": ["Pb", "Te", "N", "N", "N", "N", "N", "N", "C", "C", "C", "C", "C", "C", "C", "C", "C", "C", "C", "C", "C", "C", "C", "C", "B", "H", "H", "H", "H", "H", "H", "H", "H", "H", "H", "H", "H", "H", "H", "H", "H", "H", "H", "H"],
  "coordinates": [[-1.2934, -0.2057, -0.6846], [-3.7004, 1.5803, -0.8744], [2.3124, -1.1170, 0.2684], [1.9419, 0.5710, -2.1879], [0.0508, -1.6607, -2.0888], [3.0413, -1.2859, -0.8815], [0.8133, 0.9471, -1.4958], [1.2635, -1.7753, -2.7317], [-4.3736, 1.0697, 3.9860], [2.5035, 1.6592, -2.7507], [-4.3139, 2.4231, 1.9528], [-0.8347, -2.4770, -2.7108], [-4.1127, 1.2494, 1.1711], [4.3754, -1.9027, 0.7836], [1.1304, -2.6502, -3.7572], [-4.4485, 2.3198, 3.3489], [-4.0238, -0.0154, 1.8095], [1.7230, 2.7668, -2.4204], [0.6904, 2.2941, -1.6129], [0.0125, 1.5645, 2.8085], [-4.1700, -0.0869, 3.2127], [4.2825, -1.7321, -0.5915], [-0.1980, -3.0839, -3.7850], [3.1099, -1.5134, 1.2849], [2.4700, -0.8801, -2.2630], [5.2220, -2.2719, 1.3405], [1.8680, 3.7667, -2.7341], [3.3651, -0.9518, -3.0783], [-1.8592, -2.5887, -2.3810], [-4.3382, 3.3814, 1.4151], [0.7547, 2.1390, 3.4463], [0.0925, 1.8016, 1.7123], [2.7849, -1.5270, 2.3203], [-0.6497, -3.7585, -4.4775], [-4.1139, -1.0660, 3.7062], [1.9710, -2.9096, -4.3827], [3.3881, 1.5822, -3.3362], [4.9989, -1.8858, -1.3945], [-3.7981, -0.8987, 1.1831], [-0.1141, 2.8495, -1.1333], [-4.6245, 3.2163, 3.9511], [-4.4334, 1.0044, 5.0801], [-0.9920, 1.9518, 3.0626], [0.1286, 0.4843, 3.0096]],
  "charge": 2,
  "relative_energy_kcal_mol": 4.6,
  "e_homo_ev": [-14.579, -14.576],
  "e_tot_ha": -1434.72476,
  "largest_force_ev_per_a": 4.2,
  "homo_lumo_gap_ev": [4.6006, 5.7287]
}

{
  "formula": "C16H19BrClN2O2Pt",
  "method": "ωB97M-V/def2-TZVPD",
  "species": ["Pt", "Br", "Cl", "O", "O", "N", "N", "C", "C", "C", "C", "C", "C", "C", "C", "C", "C", "C", "C", "C", "C", "C", "C", "H", "H", "H", "H", "H", "H", "H", "H", "H", "H", "H", "H", "H", "H", "H", "H", "H", "H", "H"],
  "coordinates": [[-1.2338, -0.8342, -0.1544], [-3.5331, -0.6175, -0.2311], [-2.4010, 4.4389, 2.0517], [1.0152, -0.7322, 0.0387], [-0.6045, -3.0692, -0.2503], [-1.9748, -4.8806, -0.5136], [-1.0046, 1.5125, -0.1792], [3.0106, 3.5350, 0.2365], [-0.4918, 3.5289, -1.3140], [2.2534, 3.9382, 1.3255], [-1.6545, 3.5911, 0.7659], [-0.4659, 2.1472, -1.2125], [2.1720, 1.2901, 0.4783], [-0.8249, -4.2816, -0.2676], [-1.0869, 4.2700, -0.3084], [2.0742, -0.1154, 0.0359], [-2.0637, -6.3281, -0.4950], [2.9843, 2.2160, -0.1782], [-3.1585, -4.0904, -0.7800], [3.3408, -0.7975, -0.3724], [-1.5970, 2.2008, 0.7855], [1.4779, 3.0175, 2.0143], [1.4260, 1.7039, 1.5844], [0.8330, 0.9776, 2.1209], [0.9228, 3.3243, 2.8891], [4.0541, -0.7368, 0.4464], [-0.0014, 1.5362, -1.9741], [-3.9513, -4.7233, -1.1642], [-0.0499, 4.0206, -2.1645], [3.6302, 4.2549, -0.2787], [-3.0790, -6.6353, -0.7275], [3.7969, -0.3072, -1.2286], [-2.0449, 1.6460, 1.6001], [2.2750, 4.9703, 1.6398], [-3.5082, -3.5993, 0.1303], [-1.1301, 5.3458, -0.3605], [0.0047, -4.9804, -0.0713], [3.5707, 1.9131, -1.0307], [-2.9318, -3.3206, -1.5202], [3.1413, -1.8367, -0.6198], [-1.7985, -6.7244, 0.4855], [-1.3919, -6.7666, -1.2337]],
  "charge": 1,
  "e_homo_ev": -11.915,
  "e_tot_ha": -4034.38664,
  "largest_force_ev_per_a": 3.4,
  "homo_lumo_gap_ev": 7.5455
}

{
  "formula": "C16H19BrMnN3",
  "method": "ωB97M-V/def2-TZVPD",
  "species": ["Br", "Mn", "N", "N", "N", "C", "C", "C", "C", "C", "C", "C", "C", "C", "C", "C", "C", "C", "C", "C", "C", "H", "H", "H", "H", "H", "H", "H", "H", "H", "H", "H", "H", "H", "H", "H", "H", "H", "H", "H"],
  "coordinates": [[-1.3849, 0.5517, -3.4903], [0.4478, -0.9083, -1.0923], [-0.7284, 0.7604, -0.8733], [0.5136, -2.9318, -0.8067], [1.8207, -0.1287, 0.4195], [0.5665, -5.5211, -0.5251], [1.9294, -0.7454, 1.7517], [0.2843, 1.8165, 1.0485], [-0.4030, 3.6274, -0.6697], [-2.4388, -1.0222, -0.1074], [-1.0668, 1.5778, -1.9554], [-0.8925, 2.8924, -1.8583], [0.5347, -4.0701, -0.6761], [3.0031, -0.4223, -0.4160], [0.0797, 3.2340, 0.5213], [-2.2253, 1.6216, 0.9852], [-3.4078, 1.0117, 0.8063], [-3.5223, -0.3302, 0.2779], [1.6318, 1.3324, 0.4921], [-1.1654, -0.3274, -0.0677], [-0.9379, 1.0551, 0.5570], [3.3266, -1.4505, -0.2674], [2.4329, 1.7748, 1.0932], [3.8516, 0.2415, -0.2294], [1.7544, 1.7202, -0.5207], [-1.1145, 3.4866, -2.7355], [-2.4925, -2.0560, -0.4175], [2.7619, -0.2782, -1.4849], [1.5625, -5.8259, -0.2055], [1.0218, -0.5476, 2.3202], [0.3322, -5.9786, -1.4860], [-2.1825, 2.5586, 1.5262], [0.3737, 4.0281, 1.1978], [2.0501, -1.8224, 1.6545], [-0.1696, -5.8269, 0.2174], [-4.4983, -0.7974, 0.2394], [-0.4307, 4.7009, -0.8136], [2.7861, -0.3413, 2.2984], [-4.3071, 1.5035, 1.1530], [0.3032, 1.8371, 2.1395]],
  "charge": 2,
  "relative_energy_kcal_mol": 92.3,
  "e_homo_ev": [-14.969, -14.968],
  "s_squared": 6.37,
  "multiplicity": 5,
  "e_tot_ha": -4509.67667,
  "largest_force_ev_per_a": 0.7,
  "homo_lumo_gap_ev": [7.0883, 8.0612]
}